<P>
DFT (the ωB97M-V functional and the def2-TZVPD basis) results for a 7-piece molecular cluster, C36H93N7O11 overall.

Geometry (Å):
C  2.7063  -8.1790  11.3204
O  1.8242  -9.2919  11.0915
C  2.4682  -10.4464  11.5838
C  1.6685  -11.6973  11.1036
N  1.4007  -11.6585  9.6201
C  2.5623  -12.0812  8.8211
C  2.8204  -11.1217  7.6157
O  3.5012  -9.9572  7.9453
C  3.8326  -9.1663  6.7934
H  3.6452  -8.2561  10.7721
H  3.0852  -8.2653  12.3387
H  2.1906  -7.2302  11.1724
H  2.4257  -10.3748  12.6706
H  3.5195  -10.4505  11.2958
H  0.7253  -11.8246  11.6348
H  2.1983  -12.5776  11.4676
H  1.3982  -10.6660  9.4328
H  2.3631  -13.0847  8.4453
H  3.4828  -12.1587  9.3997
H  1.8731  -10.7510  7.2242
H  3.2911  -11.7471  6.8570
H  4.5210  -8.3694  7.0749
H  2.9571  -8.6497  6.4000
H  4.3583  -9.7151  6.0120
C  8.5523  -5.8515  2.5665
O  8.2636  -4.6779  3.2853
C  7.1858  -4.8993  4.2293
C  6.9805  -3.6715  5.0930
N  6.5638  -2.5909  4.2031
C  6.4619  -1.2589  4.9073
C  6.0997  -0.3184  3.7692
O  7.1297  -0.1386  2.7609
C  7.0761  0.9875  1.9041
H  8.9850  -6.6005  3.2298
H  9.3083  -5.7143  1.7934
H  7.6316  -6.1348  2.0563
H  7.3025  -5.8031  4.8274
H  6.2366  -5.0864  3.7271
H  7.9347  -3.4556  5.5737
H  6.2574  -3.8160  5.8957
H  7.3682  -2.5241  3.5960
H  7.4164  -1.0324  5.3826
H  5.6980  -1.1535  5.6776
H  5.9263  0.6654  4.2052
H  5.1566  -0.6162  3.3112
H  7.2165  1.8929  2.4946
H  6.1523  1.0906  1.3349
H  7.8627  0.9437  1.1508
C  12.1666  -11.2769  3.2876
O  11.4859  -10.8817  2.1037
C  10.2283  -10.4241  2.4103
C  9.5228  -10.0528  1.0641
N  9.7536  -8.6464  0.7192
C  9.1002  -8.3906  -0.5518
C  7.5574  -8.3081  -0.5205
O  6.8522  -9.5671  -0.6847
C  5.4829  -9.5417  -0.5680
H  13.1555  -11.6072  2.9694
H  11.6796  -12.1482  3.7253
H  12.4143  -10.4499  3.9530
H  10.1976  -9.4995  2.9866
H  9.5406  -11.0709  2.9551
H  8.4522  -10.2545  1.0982
H  9.9186  -10.5651  0.1872
H  10.7247  -8.3736  0.7695
H  9.2683  -9.1896  -1.2739
H  9.4207  -7.4769  -1.0525
H  7.0966  -7.7259  -1.3185
H  7.2580  -7.8072  0.4001
H  4.9721  -8.8858  -1.2728
H  5.2491  -9.2163  0.4456
H  4.9905  -10.4782  -0.8300
C  13.6016  -12.4735  6.6705
O  12.4400  -13.2929  7.1510
C  11.4841  -13.5484  6.1747
C  10.2660  -14.2215  6.7565
N  9.2525  -14.4123  5.7197
C  8.1585  -15.2894  6.1871
C  7.2239  -15.7485  5.0121
O  7.6632  -17.0744  4.6552
C  6.9716  -17.4880  3.4343
H  14.3468  -13.0230  6.0953
H  14.1188  -12.0735  7.5425
H  13.2232  -11.5884  6.1591
H  11.8145  -14.1928  5.3600
H  11.1643  -12.6075  5.7267
H  9.9269  -13.7785  7.6929
H  10.6576  -15.1745  7.1121
H  9.5422  -14.6253  4.7759
H  7.4794  -14.6542  6.7559
H  8.6139  -16.0977  6.7592
H  7.2321  -14.9560  4.2638
H  6.2421  -15.8945  5.4626
H  7.1708  -18.5407  3.2336
H  7.3987  -16.9682  2.5767
H  5.9045  -17.2660  3.4354
C  10.7719  -8.5178  8.4872
C  11.6428  -9.8357  8.6487
C  12.7696  -9.8474  9.7854
O  13.7943  -8.8766  9.4545
C  14.9713  -8.8147  10.2070
N  10.6975  -10.9195  8.8394
H  9.9245  -8.4390  9.1682
H  10.2957  -8.4866  7.5073
H  11.4375  -7.6635  8.6112
H  12.2316  -10.0002  7.7463
H  13.2001  -10.8483  9.8172
H  12.4236  -9.6676  10.8033
H  15.7663  -8.2803  9.6869
H  15.3456  -9.8299  10.3390
H  14.8536  -8.4147  11.2141
H  9.8921  -10.7979  8.2422
H  11.0708  -11.8150  8.5586
C  6.3768  -11.8301  5.4200
C  7.6719  -11.0408  5.5896
C  7.4025  -9.5249  5.7271
O  6.4977  -8.9491  4.7955
C  6.9109  -9.1112  3.4055
N  8.4479  -11.6374  6.6888
H  6.4794  -12.9133  5.4847
H  5.9703  -11.6488  4.4250
H  5.5954  -11.5275  6.1170
H  8.2457  -11.2210  4.6806
H  8.3790  -9.0438  5.6708
H  6.9993  -9.3200  6.7188
H  7.7958  -8.5315  3.1431
H  6.1754  -8.7146  2.7056
H  7.0640  -10.1404  3.0806
H  7.8160  -11.7068  7.4737
H  8.6769  -12.6105  6.5447
C  7.2950  -10.4687  9.9597
C  8.2327  -10.5398  11.1850
C  7.5514  -10.5002  12.5503
O  6.8827  -9.2041  12.7775
C  5.9182  -9.3656  13.7147
N  9.0337  -11.7547  11.1478
H  6.5950  -9.6337  9.9872
H  6.6694  -11.3391  9.7618
H  7.8537  -10.4138  9.0253
H  8.8596  -9.6521  11.1003
H  8.2333  -10.8176  13.3392
H  6.7291  -11.2152  12.5233
H  6.2171  -9.9402  14.5913
H  5.0294  -9.7941  13.2515
H  5.6741  -8.3599  14.0569
H  9.5224  -11.7198  10.2645
H  9.7918  -11.7911  11.8142

The spin multiplicity is 2. The HOMO energy (spin up / spin down) comes out at -10.3 / -10.3 eV. The value obtained for the HOMO-LUMO gap (spin up / spin down) is 8.15 / 2.45 eV. As for the net charge: +1. The lowest unoccupied orbital energy (spin up / spin down) is -0.07819 / -0.28737 Eh.

***

<Q>
DFT (the ωB97M-V functional and the def2-TZVPD basis) results for a 7-piece molecular cluster, C36H93N7O11 overall.

Geometry (Å):
C  4.0388  5.7872  13.9556
O  4.4621  6.9038  14.7435
C  4.3305  8.2135  14.0483
C  5.2204  8.3819  12.7736
N  4.6806  7.9119  11.5418
C  5.7540  8.0835  10.4525
C  5.2537  7.6382  9.0996
O  5.0484  6.2123  9.0674
C  4.9911  5.7159  7.7006
H  4.0708  4.8222  14.4613
H  4.6128  5.6789  13.0353
H  2.9692  5.9514  13.8250
H  4.3768  9.0969  14.6852
H  3.2888  8.4156  13.7992
H  6.1666  7.8525  12.8864
H  5.3387  9.4561  12.6315
H  4.3510  6.9572  11.5404
H  6.4957  7.3220  10.6936
H  6.1742  9.0887  10.4854
H  5.7383  8.1185  8.2496
H  4.2485  8.0443  8.9866
H  5.9885  5.8834  7.2940
H  4.0544  6.0304  7.2403
H  4.9543  4.6273  7.7422
C  1.6889  4.8193  10.7274
O  0.5783  5.3052  11.4224
C  -0.6594  5.1554  10.8087
C  -1.0551  6.1258  9.6852
N  -1.5658  7.3026  10.2651
C  -2.2501  8.2482  9.2564
C  -3.4312  8.9442  10.0690
O  -4.4523  9.2065  9.1099
C  -5.6185  9.7181  9.7398
H  1.8150  5.5168  9.8994
H  1.5165  3.7781  10.4547
H  2.5433  4.8345  11.4040
H  -1.3599  5.1872  11.6432
H  -0.8153  4.1103  10.5410
H  -1.9175  5.7958  9.1059
H  -0.1671  6.3513  9.0947
H  -0.7719  7.7554  10.6950
H  -2.6445  7.7030  8.3990
H  -1.4886  8.9423  8.9008
H  -3.0256  9.9368  10.2649
H  -3.7575  8.4120  10.9626
H  -5.3613  10.4671  10.4888
H  -6.1446  8.9737  10.3375
H  -6.3566  10.2169  9.1117
C  0.2284  13.6026  14.9745
O  -0.6515  13.2397  13.9582
C  -1.8556  14.0093  13.9606
C  -2.6716  13.6388  12.7451
N  -3.8016  14.6077  12.8272
C  -4.5636  14.6664  11.5290
C  -5.2957  15.9580  11.2758
O  -4.3748  17.0342  11.2122
C  -4.8458  18.2249  10.7191
H  1.0761  12.9202  14.9124
H  -0.0506  13.4621  16.0188
H  0.6018  14.6028  14.7547
H  -1.7762  15.0904  14.0744
H  -2.3177  13.5512  14.8351
H  -2.8785  12.5690  12.7717
H  -2.2170  13.6033  11.7551
H  -3.2199  15.4104  13.0208
H  -5.1366  13.7620  11.3244
H  -3.9048  14.6604  10.6606
H  -5.9629  16.2494  12.0870
H  -5.9488  15.8830  10.4063
H  -5.9237  18.2362  10.5572
H  -4.4325  18.2799  9.7120
H  -4.5176  19.1106  11.2630
C  -6.0846  9.9550  0.8477
O  -4.7746  10.0748  0.4793
C  -3.9625  8.9734  0.6504
C  -2.5167  9.3814  0.4688
N  -1.7730  9.6441  1.7288
C  -0.3632  10.0753  1.7584
C  0.4210  9.4439  2.9069
O  1.7370  10.0124  2.9383
C  2.6050  9.4062  3.9982
H  -6.6151  9.3133  0.1443
H  -6.6667  10.8486  0.6225
H  -6.1623  9.6035  1.8766
H  -4.1664  8.3427  -0.2148
H  -3.9507  8.3346  1.5335
H  -2.4327  10.2062  -0.2390
H  -1.9754  8.5950  -0.0572
H  -2.4432  10.0055  2.3924
H  -0.2744  11.1521  1.9024
H  0.0194  9.7595  0.7878
H  0.2948  8.3647  2.8213
H  -0.1772  9.6818  3.7865
H  3.5064  10.0141  3.9200
H  2.8585  8.3546  3.8643
H  2.1572  9.5488  4.9818
C  7.3352  12.8568  6.4038
C  6.8402  14.2076  6.6478
C  6.7938  14.4531  8.2129
O  5.6363  13.8317  8.7893
C  5.8789  13.0142  9.9149
N  7.7898  15.0454  5.9599
H  7.3377  12.5069  5.3715
H  6.6916  12.2157  7.0062
H  8.3832  12.7536  6.6851
H  5.9172  14.2825  6.0728
H  6.8138  15.5280  8.3920
H  7.7114  14.3247  8.7869
H  6.3738  13.5401  10.7314
H  6.3705  12.1139  9.5461
H  4.8598  12.7154  10.1605
H  7.5812  14.9096  4.9810
H  7.6249  16.0308  6.1081
C  0.8690  10.3232  12.2892
C  1.1624  10.0178  10.8544
C  2.1132  10.9947  10.2109
O  2.2348  10.8056  8.8588
C  2.6974  11.7900  7.9907
N  1.7404  8.7342  10.7506
H  0.2769  9.5960  12.8447
H  0.3085  11.2565  12.3436
H  1.6237  10.5121  13.0527
H  0.2537  9.8478  10.2769
H  3.1080  11.1178  10.6391
H  1.6914  11.9917  10.3374
H  3.5762  12.2900  8.3978
H  1.9057  12.5270  7.8560
H  2.9095  11.3332  7.0241
H  2.5302  8.6326  11.3718
H  2.1474  8.5930  9.8372
C  -3.5828  10.6292  15.5379
C  -3.8131  9.8072  14.3072
C  -2.6395  8.7339  14.1290
O  -2.6667  7.6059  15.1170
C  -1.5349  6.8043  15.2138
N  -5.1312  9.1608  14.3815
H  -2.5757  11.0449  15.5711
H  -3.7826  9.9614  16.3759
H  -4.3312  11.3969  15.7342
H  -3.6496  10.4726  13.4594
H  -1.6811  9.2457  14.2154
H  -2.6666  8.4269  13.0835
H  -0.6638  7.4064  15.4721
H  -1.3896  6.2718  14.2739
H  -1.7029  6.0065  15.9373
H  -5.1245  8.6721  15.2654
H  -4.8922  8.3516  13.8263

The spin multiplicity is 2. The HOMO energy (spin up / spin down) comes out at -9.9 / -9.9 eV. The value obtained for the HOMO-LUMO gap (spin up / spin down) is 7.08 / 2.23 eV. As for the net charge: +1. The lowest unoccupied orbital energy (spin up / spin down) is -0.10448 / -0.28283 Eh.

***

Which one sits at the bottom of the stability order? <Q> does.

***

<P>
DFT (the ωB97M-V functional and the def2-TZVPD basis) results for one molecule with the formula C5H9ClN2.

Geometry (Å):
H  -1.6920  1.3121  -1.5731
N  -2.6352  0.8583  -0.9370
C  -2.3970  -0.1733  -0.3250
N  -0.9652  -0.6566  -0.3995
C  -0.6870  -1.8807  0.4606
C  0.0145  0.3516  -0.1858
C  1.4509  0.2572  -0.0115
C  2.2575  1.4523  0.1697
Cl  2.2577  -1.0917  -0.8554
H  -3.2841  -0.8050  0.2556
H  0.1907  -2.5645  -0.0374
H  -0.2708  -1.4557  1.4914
H  -1.6776  -2.2964  0.6140
H  -0.1710  1.2914  0.3357
H  1.8229  2.4118  0.6243
H  2.8970  1.5669  -0.7077
H  2.8888  1.4226  1.0812

The HOMO energy comes out at -8.4 eV. The value obtained for the HOMO-LUMO gap is 8.98 eV. Its SMILES is [H]/N=C\N(C)/C=C(/C)Cl. As for the net charge: 0. The lowest unoccupied orbital energy is 0.02249 Eh.

***

<Q>
DFT (the ωB97M-V functional and the def2-TZVPD basis) results for one molecule with the formula C5H9ClN2.

Geometry (Å):
N  -0.6267  -1.9094  0.2596
C  0.1803  -0.9922  -0.5512
C  -0.8365  -0.0072  -1.0601
C  -0.7467  1.1093  0.0232
N  0.3764  1.9471  -0.3094
C  0.3816  0.8837  0.8120
C  1.2152  -0.3120  0.4014
Cl  2.8224  -0.1082  -0.3410
H  -0.1184  -2.5790  1.0607
H  -1.7395  -1.3576  0.5419
H  0.8351  -1.5197  -1.1755
H  -0.4940  0.4630  -2.0461
H  -1.8402  -0.3964  -1.3435
H  -1.6090  1.7014  0.2551
H  0.2438  2.7916  0.1525
H  0.5132  1.1806  1.9416
H  1.4429  -0.8950  1.3789

The HOMO energy comes out at -8.8 eV. The value obtained for the HOMO-LUMO gap is 9.62 eV. Its SMILES is N[C@H]1C[C@@H]2N[C@@H]2[C@@H]1Cl. As for the net charge: 0. The lowest unoccupied orbital energy is 0.02878 Eh.

***

Which one sits at the bottom of the stability order? <P> does.

***

<P>
DFT (the ωB97M-V functional and the def2-TZVPD basis) results for C3H14NOPbS as an isolated structure.

Geometry (Å):
C  -1.3981  -1.4370  -2.4623
Pb  0.6724  -1.7012  -1.5408
N  1.1988  0.4836  -2.6366
H  -3.5480  -0.4126  1.0066
H  -3.1907  0.0757  0.5295
H  -2.1756  -1.4646  -1.6630
H  -1.4317  -2.3879  -3.0442
H  -1.6060  -0.5805  -3.1421
H  2.2186  0.6143  -2.6890
H  0.7608  1.2918  -2.1572
H  0.8421  0.4195  -3.5931
C  1.3786  1.7132  2.4121
S  0.7807  0.5854  1.1088
C  0.4485  -0.8354  2.1627
O  -0.5588  1.1145  0.6610
H  2.3663  1.3698  2.7508
H  0.6419  1.6989  3.2306
H  1.4661  2.7259  1.9961
H  -0.5984  -0.7207  2.4772
H  0.6172  -1.7376  1.5546
H  1.1152  -0.8151  3.0384

The HOMO energy comes out at -12.6 eV. The value obtained for the HOMO-LUMO gap is 7.51 eV. As for the net charge: +1. The lowest unoccupied orbital energy is -0.18609 Eh.

***

<Q>
DFT (the ωB97M-V functional and the def2-TZVPD basis) results for C3H14NOPbS as an isolated structure.

Geometry (Å):
C  -1.9459  -1.8776  -3.1082
Pb  -1.1956  -0.7946  -1.3987
N  0.8305  0.4077  -2.4507
H  -1.6423  -1.0677  0.2899
H  -2.4211  0.2859  -0.6443
H  -2.9878  -2.2344  -3.0055
H  -1.2355  -2.7191  -3.2530
H  -1.8628  -1.1327  -3.9182
H  1.7935  0.1321  -2.2125
H  0.7648  1.4160  -2.2851
H  0.7292  0.2760  -3.4650
C  1.6655  1.8609  2.8867
S  0.6726  1.0305  1.6473
C  0.4911  -0.6067  2.3953
O  -0.6754  1.6952  1.6104
H  2.6055  1.3005  2.9842
H  1.1267  1.9105  3.8408
H  1.8552  2.8739  2.5040
H  -0.5248  -0.7512  2.7785
H  0.7198  -1.3378  1.6091
H  1.2368  -0.6674  3.1949

The HOMO energy comes out at -11.8 eV. The value obtained for the HOMO-LUMO gap is 6.14 eV. As for the net charge: +1. The lowest unoccupied orbital energy is -0.20975 Eh.

***

Which one sits at the bottom of the stability order? <Q> does.